--- one ---
This record from OMol25 describes C2H5Br2OP in the gas phase. The level of theory is ωB97M-V/def2-TZVPD.

ORCA input file:
```
! RIJCOSX wB97M-V def2-TZVPD def2/J DEFGRID3
* xyz 0 1
H 0.781 1.468 -0.146
H 1.682 0.178 -1.063
H 0.625 -1.693 0.503
P -1.210 -0.170 -0.516
O -1.111 -0.021 -1.968
C 0.382 -0.549 0.514
Br -1.928 1.703 0.326
H 2.275 0.605 0.655
H -0.099 -0.323 1.553
C 1.378 0.495 -0.003
Br -2.775 -1.694 0.145
*
```

## Properties
orbital gap: 10.572 eV
M: 235.8 g mol⁻¹

--- two ---
This record from OMol25 describes a molecular structure, C2H5Br2OP. The level of theory is ωB97M-V/def2-TZVPD.

ORCA input file:
```
! RIJCOSX wB97M-V def2-TZVPD def2/J DEFGRID3
* xyz 0 1
H 0.197 2.153 -1.000
O 0.414 1.501 2.004
Br 3.288 0.781 -0.721
H -0.831 -1.065 1.613
P 0.481 0.658 0.835
C -0.028 -1.064 0.889
H -0.330 -1.205 -0.073
H 0.854 -1.514 1.213
C -0.136 1.191 -0.709
H -0.002 0.441 -1.494
Br -2.113 1.200 -0.436
*
```

## Properties
orbital gap: 7.147 eV
M: 235.8 g mol⁻¹

Most stable: one

--- one ---
This record from OMol25 describes 3 unconnected molecules or ions with the total composition C2H10NO3. The level of theory is ωB97M-V/def2-TZVPD.

ORCA input file:
```
! RIJCOSX wB97M-V def2-TZVPD def2/J DEFGRID3
* xyz -1 1
H -1.082 1.185 1.417
H 1.093 -1.002 -0.938
H -1.697 -0.094 0.485
H -0.706 0.700 -1.371
C 0.810 1.131 -0.147
O 0.841 -1.411 -1.865
H 0.217 -1.217 1.160
H -2.487 1.508 0.296
O -0.343 -1.969 1.549
H 0.308 -2.589 1.889
C -1.560 0.975 0.452
H 1.391 1.300 -1.069
H 1.003 1.864 0.655
N -0.580 1.338 -0.589
H 1.688 -1.590 -2.283
O 1.102 -0.127 0.359
*
```

## Properties
orbital gap: 8.283 eV
M: 96.1 g mol⁻¹

--- two ---
This record from OMol25 describes 3 unconnected molecules or ions with the total composition C2H10NO3. The level of theory is ωB97M-V/def2-TZVPD.

ORCA input file:
```
! RIJCOSX wB97M-V def2-TZVPD def2/J DEFGRID3
* xyz -1 1
O 2.213 1.151 -0.677
H 1.423 0.557 -0.305
H -0.668 -1.653 -0.287
H -0.001 -0.870 1.713
O 0.897 -0.763 0.348
H -0.074 1.077 -1.748
H -1.586 0.866 0.830
O -0.478 -0.651 2.557
H -0.161 1.613 0.466
C -0.046 -0.906 -0.613
H 2.626 0.382 -1.057
H 0.364 -1.480 -1.471
N -1.001 1.315 0.126
H -1.219 -1.248 2.531
H -1.578 0.178 -1.462
C -0.711 0.433 -0.951
*
```

## Properties
orbital gap: 7.956 eV
M: 96.1 g mol⁻¹

--- three ---
This record from OMol25 describes a molecular structure, C2H10NO3. The level of theory is ωB97M-V/def2-TZVPD.

ORCA input file:
```
! RIJCOSX wB97M-V def2-TZVPD def2/J DEFGRID3
* xyz -1 1
O 0.185 0.900 0.475
C 0.623 0.108 1.575
H 0.425 0.639 2.516
O 1.358 1.203 -1.980
H 0.675 -2.076 2.346
O -1.691 0.503 -1.563
H 1.771 -0.029 1.409
H -2.111 1.348 -1.167
N -0.345 -1.874 0.360
H -0.880 0.621 -0.919
H 1.162 0.777 -1.093
H -1.069 -1.476 -0.311
H 1.043 2.094 -1.741
C -0.093 -1.225 1.630
H 0.406 -1.836 -0.348
H -1.007 -1.090 2.107
*
```

## Properties
orbital gap: 8.088 eV
M: 96.1 g mol⁻¹

Most stable: one

--- one ---
This record from OMol25 describes 2 unconnected molecules or ions with the total composition C4H13N3O. The level of theory is ωB97M-V/def2-TZVPD.

ORCA input file:
```
! RIJCOSX wB97M-V def2-TZVPD def2/J DEFGRID3
* xyz 0 1
C 2.123 -0.577 0.016
H -0.631 -0.977 1.712
H -0.283 1.852 -1.659
C -1.224 -0.593 -0.310
H -1.294 -2.058 -1.558
H 1.339 -0.777 -0.714
C 2.139 0.896 0.399
N -1.197 1.587 -1.290
H 1.223 1.178 0.904
H 1.947 -1.201 0.892
N -1.024 0.757 -0.183
H -1.688 1.055 -2.007
H 2.261 1.517 -0.476
H 3.080 -0.860 -0.420
O -1.362 1.383 1.014
N -1.240 -1.048 -1.500
C -1.345 -1.350 0.981
H -2.349 -1.202 1.384
H 2.985 1.103 1.060
H -2.269 1.728 0.943
H -1.191 -2.413 0.812
*
```

## Properties
orbital gap: 9.666 eV
M: 119.2 g mol⁻¹

--- two ---
This record from OMol25 describes 2 unconnected molecules or ions with the total composition C4H13N3O. The level of theory is ωB97M-V/def2-TZVPD.

ORCA input file:
```
! RIJCOSX wB97M-V def2-TZVPD def2/J DEFGRID3
* xyz 0 1
H 1.033 -0.069 1.919
C 1.844 -0.744 -2.909
N -0.195 0.130 -1.818
H -2.247 1.376 0.665
H -0.765 -1.340 0.597
H -2.318 -1.331 1.266
C 0.508 -0.078 -2.854
N -1.100 -0.051 2.113
N -1.329 -1.192 1.442
H -0.685 2.053 0.340
H 0.004 0.178 -3.780
H 2.436 -0.510 -2.024
H 0.347 0.865 3.275
H -1.285 2.106 1.918
H -0.146 0.503 0.148
H 1.724 -1.830 -2.959
H 0.335 -0.904 3.338
C 0.243 -0.035 2.679
C -1.234 1.437 1.064
H 2.384 -0.453 -3.810
O 0.448 -0.112 -0.611
*
```

## Properties
orbital gap: 9.848 eV
M: 119.2 g mol⁻¹

Most stable: one

--- one ---
This record from OMol25 describes 2 unconnected molecules or ions with the total composition C4H13N3O. The level of theory is ωB97M-V/def2-TZVPD.

ORCA input file:
```
! RIJCOSX wB97M-V def2-TZVPD def2/J DEFGRID3
* xyz 0 1
H 3.168 -1.621 1.202
C 2.241 -1.971 0.748
H 2.101 2.050 -1.165
H -2.089 0.505 -1.365
N -3.557 0.134 0.085
N 0.152 -0.632 0.728
C 1.351 1.284 -0.968
H 0.590 1.669 -0.294
H 0.861 1.019 -1.910
H -3.509 0.608 1.063
H -1.017 0.714 0.633
C -2.616 1.011 -0.542
O -1.712 1.414 0.538
H 2.493 -2.556 -0.136
H 1.730 -2.618 1.457
N 2.000 0.136 -0.378
H -0.207 -1.399 1.286
H 2.916 -0.098 -0.727
H -3.122 1.935 -0.838
H -3.138 -0.783 0.221
C 1.366 -0.799 0.362
*
```

## Properties
orbital gap: 9.423 eV
M: 119.2 g mol⁻¹

--- two ---
This record from OMol25 describes 2 unconnected molecules or ions with the total composition C4H13N3O. The level of theory is ωB97M-V/def2-TZVPD.

ORCA input file:
```
! RIJCOSX wB97M-V def2-TZVPD def2/J DEFGRID3
* xyz 0 1
H -1.721 -2.172 1.167
H 2.624 0.145 0.326
H -1.605 -1.574 3.556
H -0.058 -1.503 -0.359
O -1.016 0.743 -5.732
N -0.095 -0.219 3.273
H 0.969 -1.239 0.979
H 2.117 1.603 0.880
C 1.051 0.942 -0.754
H -0.713 -0.090 -5.805
H -1.171 0.873 -0.250
N -1.237 -1.275 1.394
H 0.758 1.907 -1.229
C -0.904 -1.038 2.773
N 2.334 1.003 0.069
H -1.828 0.919 -5.164
H 1.119 0.057 -1.485
C -0.134 0.579 0.198
H -0.070 1.168 1.041
C -0.019 -0.894 0.512
H 0.735 -0.124 2.681
*
```

## Properties
orbital gap: 9.837 eV
M: 119.2 g mol⁻¹

--- three ---
This record from OMol25 describes 2 unconnected molecules or ions with the total composition C4H13N3O. The level of theory is ωB97M-V/def2-TZVPD.

ORCA input file:
```
! RIJCOSX wB97M-V def2-TZVPD def2/J DEFGRID3
* xyz 0 1
H -0.568 1.539 -0.908
H -0.759 -1.305 1.435
N -0.803 -0.338 1.126
C -0.856 -1.173 -1.217
H 1.498 2.142 0.999
H 0.158 -0.839 -1.418
H 1.975 -1.313 1.189
H -2.001 1.832 0.086
H 0.717 0.725 1.518
C -1.570 1.188 -0.678
H 3.010 -1.391 -0.178
N 2.265 -0.917 0.307
H -0.818 -2.196 -0.844
N 1.566 1.148 1.145
C -1.531 -0.257 -0.208
C 2.238 0.463 0.168
H -2.198 1.261 -1.564
O 2.982 1.038 -0.618
H -1.438 -1.186 -2.136
H -1.301 0.184 1.842
H -2.565 -0.605 -0.045
*
```

## Properties
orbital gap: 10.131 eV
M: 119.2 g mol⁻¹

--- four ---
This record from OMol25 describes 2 unconnected molecules or ions with the total composition C4H13N3O. The level of theory is ωB97M-V/def2-TZVPD.

ORCA input file:
```
! RIJCOSX wB97M-V def2-TZVPD def2/J DEFGRID3
* xyz 0 1
H -0.454 -3.034 0.635
H 2.055 -0.596 1.204
C -0.874 -2.861 -0.359
H -2.333 1.343 -0.956
H 1.441 2.571 -0.100
N -1.449 0.242 1.162
H 0.241 -1.323 -0.645
C 1.631 1.527 -0.371
N 1.181 -0.119 1.441
H -0.791 -0.293 1.752
H 1.398 0.510 2.220
O 0.065 -2.145 -1.143
H 2.671 1.296 -0.115
C -1.321 1.702 -0.744
C -0.675 0.823 0.298
H 1.526 1.410 -1.453
H -1.380 2.725 -0.363
H -1.802 -2.289 -0.280
H -1.081 -3.822 -0.837
N 0.706 0.640 0.331
H -0.753 1.692 -1.676
*
```

## Properties
orbital gap: 9.430 eV
M: 119.2 g mol⁻¹

Most stable: three

--- one ---
This record from OMol25 describes 3 unconnected molecules or ions with the total composition C4H13N3O. The level of theory is ωB97M-V/def2-TZVPD.

ORCA input file:
```
! RIJCOSX wB97M-V def2-TZVPD def2/J DEFGRID3
* xyz 0 1
H 0.566 -0.062 -0.671
H -2.348 -0.120 1.697
C 0.893 -0.958 1.257
C 2.448 1.119 0.188
H 0.045 0.907 0.629
N 0.560 0.107 0.318
H 0.061 -1.648 1.397
H 3.570 2.164 -1.293
N -1.677 -0.072 -1.509
H -3.432 0.217 0.502
O -1.892 -1.886 -0.075
N -2.436 0.241 0.754
C 2.701 1.559 -1.028
H 1.762 -1.494 0.879
H 2.040 1.332 -1.870
C -1.631 -0.500 -0.150
H 1.170 -0.509 2.210
H -1.572 0.933 -1.581
H -1.341 -2.322 -0.738
H -2.549 -0.338 -1.978
H 3.064 1.328 1.062
*
```

## Properties
orbital gap (spin up / spin down): 7.208 / 6.667 eV
M: 119.2 g mol⁻¹

--- two ---
This record from OMol25 describes 2 unconnected molecules or ions with the total composition C4H13N3O. The level of theory is ωB97M-V/def2-TZVPD.

ORCA input file:
```
! RIJCOSX wB97M-V def2-TZVPD def2/J DEFGRID3
* xyz 0 1
C -0.405 -1.799 1.284
H 2.178 0.922 2.482
N -1.124 1.755 -1.681
C 1.272 0.363 2.263
O 0.331 1.755 -1.232
C -1.502 0.497 -2.254
H 0.761 2.281 -1.925
H 0.173 -2.357 2.020
H -0.994 -2.498 0.699
H -1.585 1.872 -0.777
H 0.412 1.022 2.438
H 1.127 -0.779 -1.435
H 1.209 -0.479 2.954
H -1.027 -0.401 -1.723
H -1.069 -1.116 1.812
C 0.510 -1.050 0.362
H -2.588 0.408 -2.244
N 0.455 -1.314 -0.888
H 1.651 0.581 0.221
N 1.335 -0.107 0.900
H -1.119 0.445 -3.276
*
```

## Properties
orbital gap: 9.219 eV
M: 119.2 g mol⁻¹

Most stable: two

--- one ---
This record from OMol25 describes C7H7NO3 in the gas phase. The level of theory is ωB97M-V/def2-TZVPD.

ORCA input file:
```
! RIJCOSX wB97M-V def2-TZVPD def2/J DEFGRID3
* xyz 0 1
H 1.457 1.704 -0.165
C -1.583 -0.808 0.261
C -0.733 1.526 -0.081
O 3.367 0.668 0.368
H 2.041 -2.216 -0.918
H -0.865 2.618 -0.150
H 0.002 -2.333 -0.136
C 0.863 -0.291 -0.082
C 2.035 -1.078 -0.298
C -0.240 -1.245 -0.034
O -3.146 0.824 -0.235
H 4.309 0.801 0.751
C 0.552 1.062 -0.017
N 3.289 -0.752 -0.136
H -3.265 1.745 0.545
C -1.771 0.558 -0.116
H -3.542 -1.101 0.140
O -2.770 -1.682 0.303
*
```

## Properties
orbital gap: 8.624 eV
M: 153.1 g mol⁻¹

--- two ---
This record from OMol25 describes C7H7NO3 in the gas phase. The level of theory is ωB97M-V/def2-TZVPD.

ORCA input file:
```
! RIJCOSX wB97M-V def2-TZVPD def2/J DEFGRID3
* xyz 0 1
H 3.215 -1.467 -0.669
H 1.068 -2.460 -0.259
C 0.189 0.803 0.296
H 1.726 2.419 0.546
C 2.475 -0.915 -0.359
O -1.471 -1.985 0.923
N -1.222 -1.126 0.040
H 3.579 0.603 -0.025
C 1.089 -1.397 -0.283
C 2.656 0.457 -0.042
H -1.712 1.367 1.262
C -0.891 1.670 0.610
H -1.796 1.521 -0.989
O -1.498 2.242 -0.605
O -2.031 -0.816 -0.887
C 1.530 1.237 0.296
H -0.362 2.582 1.167
C 0.091 -0.557 0.023
*
```

## Properties
orbital gap: 9.375 eV
M: 153.1 g mol⁻¹

Most stable: one